[1]
105
Properties=species:S:1:pos:R:3:mulliken_charge:R:1 method="wB97M-V/def2-TZVPD" charge=-1 de_lowest_kj_mol=280.3 gap_ev=6.16
Bi -0.31733 -1.34367 -1.50333 0.913
Te -3.77582 -2.87527 -3.99756 -0.202
Te -2.05844 -3.88485 -2.12806 -0.411
Te -4.08370 -0.41611 -2.87596 -0.231
Te -1.43328 0.14939 -3.51711 0.018
P -1.44906 3.13904 1.71298 1.057
P -2.40788 -0.93805 1.64876 0.862
Si 3.08111 -1.99073 -0.99665 0.124
Si 1.91431 -3.26962 -3.55718 0.706
N 1.39393 -0.21421 -4.31602 0.305
N -0.13504 0.66742 0.18046 1.365
C -3.51727 -3.38323 0.88506 -2.422
C -3.68077 -1.27655 4.34141 -1.708
C 0.66336 3.92606 3.32040 -1.466
C -3.39189 2.83188 -0.19822 -1.031
C 1.20538 2.10295 -1.30439 0.173
C 3.60903 -0.08004 -3.45557 -0.440
C 0.57851 -3.56115 -4.90363 -0.939
C 2.06036 -4.86418 -2.65147 -1.331
C 4.71263 -2.92364 -1.36022 -1.249
C -0.76772 4.37591 2.88577 0.343
C 2.31605 -0.61941 -3.40728 -1.762
C -1.75040 4.42799 4.04103 -1.222
C -0.36021 -0.92666 3.60425 -0.801
C -3.75804 -0.61636 2.96279 0.428
C 0.06270 0.27178 1.50646 -0.819
C 2.16192 -2.98267 0.27942 -0.541
C 1.61386 3.35282 -1.74064 -0.748
C 1.64732 0.36446 3.41518 -1.693
C -0.77883 -0.49392 2.30639 1.197
C -3.91384 4.71834 1.42639 -1.648
C 1.89265 -1.71692 -2.45359 1.340
C 0.80324 -0.44572 4.12567 -1.056
C -2.75576 4.04568 0.64638 0.233
C 3.90335 0.95486 -4.30598 -0.812
C -0.11233 3.12777 0.47122 0.825
C 1.69141 0.76306 -5.18692 -0.548
C 0.33498 4.31089 -0.05916 0.261
C 3.43426 -3.05743 -4.75754 -1.363
C -1.71112 -3.67766 2.61381 -1.421
C -2.24315 -2.77158 1.46825 2.834
C 3.49228 -0.32598 -0.27612 -0.693
C 2.90110 1.40615 -5.18599 -0.590
C 1.18503 4.52368 -1.11310 -1.454
C 0.37210 1.92172 -0.18693 -2.341
C 1.28212 0.71192 2.08138 -0.064
C -3.81426 0.92795 3.22165 -1.013
H 1.06604 -5.23178 -2.39079 0.303
H 4.92486 1.29907 -4.40303 0.413
H -0.59619 -3.44736 2.93186 0.169
H -3.42290 5.52261 2.07594 0.337
H -0.68410 5.37899 2.48002 0.473
H -3.88632 2.06694 0.30104 0.245
H -1.54343 -2.87101 0.66977 -1.393
H -3.31071 -4.33487 0.48165 0.659
H 2.85506 -3.36801 1.08226 0.390
H -2.58446 5.11028 3.85768 0.297
H -2.23655 3.46784 4.17686 0.200
H 1.12547 -0.73863 5.12081 0.319
H -2.81279 1.17025 3.59635 0.054
H -4.09715 1.58090 2.37935 0.047
H -1.04800 -1.58978 4.16435 0.436
H -2.28907 4.71904 -0.04199 0.677
H 1.08206 -4.07763 -5.72405 0.390
H 2.74521 -4.94377 -1.78915 0.284
H 1.27635 3.84462 2.42298 0.267
H 4.34913 -2.62120 -4.31137 0.267
H -2.28448 -3.52666 3.52624 0.109
H 3.08452 2.17382 -6.01548 0.269
H -0.35711 -4.06027 -4.57064 0.094
H -2.83229 -0.85006 4.97449 0.212
H 2.56494 0.75082 3.84062 0.471
H 1.52778 1.26653 -1.95722 0.334
H -4.58395 4.15368 2.02107 0.212
H 4.27408 0.17633 -0.84011 0.434
H -3.63127 -2.36908 4.36909 0.284
H 1.01543 1.02872 -6.01706 0.382
H 2.32311 3.35537 -2.57820 0.339
H -4.49328 5.13655 0.64203 0.552
H -4.48010 1.00764 4.08523 0.494
H -4.12686 3.20631 -1.02463 0.327
H 1.65002 5.46183 -1.43399 0.384
H 1.13442 4.63279 4.02660 0.504
H 4.36177 -0.40084 -2.73137 0.339
H -3.98531 -2.74155 0.18386 0.367
H 1.62404 -3.80743 -0.15404 0.335
H -4.66550 -0.89056 2.48532 0.631
H 1.92561 1.29176 1.42946 0.826
H 2.56392 0.26470 -0.39536 -0.008
H 0.64451 2.92411 3.80302 0.194
H 4.74571 -4.01147 -1.52087 0.337
H -4.23495 -3.47482 1.67861 0.436
H 3.07768 -2.35284 -5.46924 0.337
H 0.01681 5.28964 0.37874 0.080
H -1.30410 4.66072 5.01700 0.387
H 3.64596 -3.97437 -5.21572 0.485
H 3.76962 -0.43359 0.80190 0.473
H 5.19939 -2.60337 -2.26916 0.367
H 0.33886 -2.55647 -5.25262 0.227
H -2.60436 2.42831 -0.88977 -0.033
H 1.44823 -2.37161 0.78265 -0.216
H 5.49636 -2.69809 -0.59133 0.392
H -4.49876 -1.01690 4.92141 0.646
H 2.43325 -5.66506 -3.18197 0.633
H -1.79313 -4.70724 2.35441 0.561

[2]
21
Properties=species:S:1:pos:R:3:mulliken_charge:R:1 method="wB97M-V/def2-TZVPD" charge=+1 de_lowest_kj_mol=97.1 gap_ev=11.48
O 1.80840 2.55295 0.18064 -0.603
O -2.80422 -0.85679 0.27337 -0.509
N -0.02591 -0.43693 1.38824 -0.247
C 2.03043 -0.85381 -0.71930 -1.192
C -0.43976 -0.68196 -0.05579 0.086
C -1.80072 -0.02297 -0.26204 -0.883
C 0.67329 -0.19807 -0.96162 -0.470
H 0.71182 0.88148 -0.86340 0.404
H -1.90244 0.19431 -1.33168 0.438
H 2.48829 2.84529 0.80538 0.307
H -0.82844 -0.44383 2.02003 0.380
H -0.56191 -1.75869 -0.16382 0.222
H 0.48178 0.45367 1.42309 0.296
H 2.41887 -1.30492 -1.63122 0.343
H 0.33861 -0.35589 -1.99263 0.403
H -1.84810 0.94080 0.26295 0.345
H -3.41796 -1.14568 -0.41938 0.343
H 2.02406 -1.65126 0.02598 0.369
H 0.62648 -1.15690 1.73135 0.381
H 1.94939 3.12306 -0.59123 0.298
H 2.79788 -0.14506 -0.40287 0.287